Entry 1:
A molecular structure, C44H52N6SbTi. Source: the OMol25 dataset; level of theory: ωB97M-V/def2-TZVPD.

As for the LUMO energy (alpha / beta): -5.6098 / -5.7221 eV. For the energy above the lowest of the compared OMol25 structures with the same formula, charge and spin, the calculation gives 1.998 eV. The value obtained for the gap between HOMO and LUMO (alpha / beta) is 7.1 / 7.0 eV. As for the expectation value of S²: 0.757. The multiplicity is 2. Its HOMO energy (alpha / beta) is -12.7 / -12.7 eV. Its charge is +2.

Atoms and positions in Å:
Ti1 -0.29 0.46 -0.76
C1 1.20 2.96 -2.61
C2 0.23 4.12 -2.39
C3 0.08 4.49 -0.94
C4 -0.55 5.69 -0.61
C5 -0.49 6.13 0.70
C6 0.21 5.37 1.62
C7 0.75 4.16 1.21
N1 0.66 3.71 -0.04
N2 0.67 1.58 -2.52
C8 1.76 0.71 -2.97
C9 1.43 -0.75 -2.94
C10 2.11 -1.64 -3.77
C11 1.81 -2.99 -3.70
C12 0.81 -3.40 -2.83
C13 0.19 -2.45 -2.03
N3 0.50 -1.15 -2.07
C14 -0.51 1.44 -3.39
C15 -1.74 1.87 -2.63
C16 -2.84 2.44 -3.24
C17 -3.95 2.80 -2.47
C18 -3.88 2.61 -1.09
C19 -2.75 2.05 -0.55
N4 -1.68 1.66 -1.29
H1 2.00 3.06 -1.87
H2 1.62 3.09 -3.62
H3 -0.74 3.96 -2.85
H4 0.66 4.99 -2.88
H5 -1.05 6.27 -1.37
H6 -0.93 7.08 0.98
H7 0.34 5.70 2.64
H8 1.32 3.54 1.89
H9 2.62 0.89 -2.30
H10 2.09 0.98 -3.99
H11 2.86 -1.27 -4.45
H12 2.34 -3.70 -4.32
H13 0.53 -4.43 -2.76
H14 -0.58 -2.73 -1.33
H15 -0.62 0.39 -3.70
H16 -0.40 2.03 -4.32
H17 -2.85 2.61 -4.31
H18 -4.83 3.23 -2.93
H19 -4.71 2.89 -0.47
H20 -2.66 1.91 0.53
C20 5.61 -4.65 1.44
C21 4.32 -4.90 1.88
C22 3.32 -3.96 1.69
C23 3.61 -2.77 1.05
C24 4.90 -2.52 0.60
C25 5.90 -3.46 0.79
Sb1 2.08 -1.26 0.79
C26 3.34 0.34 1.50
C27 3.49 0.76 2.81
C28 4.39 1.76 3.13
C29 5.15 2.37 2.14
C30 4.98 1.97 0.82
C31 4.08 0.97 0.51
C32 0.93 -2.02 2.46
C33 1.31 -1.96 3.79
C34 0.56 -2.58 4.77
C35 -0.57 -3.31 4.43
C36 -0.94 -3.41 3.10
C37 -0.20 -2.76 2.13
H21 6.38 -5.39 1.58
H22 4.10 -5.83 2.39
H23 2.32 -4.17 2.05
H24 5.13 -1.58 0.11
H25 6.90 -3.26 0.45
H26 2.90 0.32 3.60
H27 4.51 2.07 4.15
H28 5.85 3.14 2.39
H29 5.57 2.44 0.04
H30 3.97 0.65 -0.53
H31 2.21 -1.43 4.08
H32 0.86 -2.50 5.80
H33 -1.14 -3.82 5.19
H34 -1.79 -4.02 2.82
H35 -0.48 -2.86 1.08
C38 -0.08 1.04 1.22
H36 0.95 1.40 1.37
H37 -0.26 0.27 1.97
H38 -0.74 1.89 1.46
C39 -4.04 -3.41 1.21
C40 -3.98 -1.89 1.41
N5 -4.11 -1.22 0.13
C41 -5.49 -0.95 -0.27
C42 -6.10 0.11 0.63
C43 -3.07 -0.96 -0.67
C44 -3.32 -0.81 -2.15
N6 -1.83 -0.89 -0.27
H39 -4.04 -3.90 2.17
H40 -3.21 -3.77 0.62
H41 -4.97 -3.67 0.70
H42 -3.05 -1.61 1.91
H43 -4.80 -1.59 2.05
H44 -6.07 -1.87 -0.23
H45 -5.51 -0.60 -1.30
H46 -6.49 -0.31 1.55
H47 -6.92 0.60 0.11
H48 -5.36 0.87 0.89
H49 -2.37 -0.93 -2.67
H50 -4.00 -1.60 -2.49
H51 -3.76 0.15 -2.41
H52 -1.72 -1.08 0.73

Mulliken population analysis, charges in e, atoms 1 to 6: -0.0739, -1.4729, -0.8819, 0.6694, -1.1914, -0.5684

Entry 2:
A molecular structure, C52H29I4MnN4O4. Source: the OMol25 dataset; level of theory: ωB97M-V/def2-TZVPD.

As for the LUMO energy (alpha / beta): 1.2732 / 1.2572 eV. For the energy above the lowest of the compared OMol25 structures with the same formula, charge and spin, the calculation gives 0.000 eV. The value obtained for the gap between HOMO and LUMO (alpha / beta) is 5.6 / 5.7 eV. As for the expectation value of S²: 8.754. The multiplicity is 6. Its HOMO energy (alpha / beta) is -4.3 / -4.5 eV. Its charge is -1.

Atoms and positions in Å:
Mn1 0.07 0.78 -0.18
I1 6.53 -1.80 6.65
C1 5.11 -1.10 5.29
C2 4.92 -1.77 4.09
C3 3.98 -1.30 3.20
C4 3.21 -0.17 3.48
C5 3.43 0.49 4.69
C6 4.37 0.03 5.60
C7 2.18 0.29 2.51
C8 2.58 1.27 1.59
C9 3.91 1.84 1.52
C10 3.91 2.70 0.47
C11 2.58 2.64 -0.12
C12 2.16 3.35 -1.26
C13 3.14 4.30 -1.86
C14 3.63 4.08 -3.15
C15 4.54 4.95 -3.73
C16 4.97 6.05 -3.02
I2 6.34 7.37 -3.89
C17 4.51 6.29 -1.73
C18 3.60 5.41 -1.17
C19 0.91 3.26 -1.88
N1 -0.08 2.38 -1.57
C20 -1.16 2.66 -2.33
C21 -2.40 2.00 -2.27
C22 -3.40 2.37 -3.32
C23 -3.16 2.10 -4.66
C24 -4.08 2.44 -5.64
C25 -5.27 3.05 -5.27
I3 -6.67 3.56 -6.73
C26 -5.54 3.34 -3.94
C27 -4.60 2.99 -2.97
C28 -2.80 1.02 -1.35
C29 -4.04 0.25 -1.42
C30 -3.99 -0.65 -0.41
C31 -2.74 -0.44 0.29
N2 -2.07 0.58 -0.30
C32 -2.29 -1.20 1.37
C33 -1.08 -1.05 2.07
C34 -0.64 -1.84 3.20
C35 0.60 -1.42 3.52
C36 0.94 -0.36 2.58
N3 -0.11 -0.17 1.74
C37 -3.12 -2.38 1.78
C38 -2.97 -3.58 1.09
C39 -3.68 -4.71 1.47
C40 -4.54 -4.64 2.56
I4 -5.60 -6.34 3.14
C41 -4.70 -3.46 3.26
C42 -3.98 -2.33 2.87
C43 -0.85 3.78 -3.21
C44 0.43 4.14 -2.94
N4 1.82 1.78 0.60
H1 5.51 -2.65 3.86
H2 3.82 -1.81 2.25
H3 2.84 1.37 4.92
H4 4.52 0.55 6.53
H5 4.73 1.61 2.18
H6 4.74 3.28 0.11
H7 3.28 3.21 -3.70
H8 4.91 4.76 -4.73
H9 4.84 7.16 -1.18
H10 3.23 5.60 -0.17
H11 -2.23 1.62 -4.94
H12 -3.88 2.22 -6.68
H13 -6.46 3.82 -3.66
H14 -4.80 3.22 -1.93
H15 -4.81 0.37 -2.16
H16 -4.73 -1.40 -0.17
H17 -1.20 -2.64 3.67
H18 1.24 -1.79 4.30
H19 -2.28 -3.62 0.25
H20 -3.54 -5.64 0.93
H21 -5.37 -3.41 4.11
H22 -4.09 -1.40 3.42
H23 -1.53 4.23 -3.91
H24 0.98 4.96 -3.38
O1 1.65 -1.09 -0.43
C45 0.69 -1.66 -1.01
O2 -0.17 -1.06 -1.71
C46 0.42 -3.12 -0.73
C47 -0.34 -3.88 -1.61
C48 -0.71 -5.20 -1.31
C49 -0.32 -5.68 -0.09
O3 -0.58 -6.91 0.46
C50 -0.10 -6.84 1.80
O4 0.67 -5.66 1.94
C51 0.43 -4.92 0.79
C52 0.84 -3.65 0.50
H25 -0.67 -3.41 -2.53
H26 -1.30 -5.80 -2.00
H27 0.53 -7.71 2.00
H28 -0.96 -6.80 2.49
H29 1.41 -3.04 1.18

Mulliken population analysis, charges in e, atoms 1 to 6: 0.4199, 0.0613, -0.0106, -0.7161, 0.1570, -0.9052

Entry 3:
A gas-phase ion, C6H9N2O3S (charge +1). Source: the OMol25 dataset; level of theory: ωB97M-V/def2-TZVPD.

As for the LUMO energy: -8.2974 eV. For the energy above the lowest of the compared OMol25 structures with the same formula, charge and spin, the calculation gives 1.516 eV. The value obtained for the gap between HOMO and LUMO is 4.1 eV. The multiplicity is 1. Its HOMO energy is -12.4 eV. Its charge is +1.

Atoms and positions in Å:
C1 2.61 -1.29 -0.30
C2 3.45 -0.13 -0.01
C3 0.41 -0.10 0.23
C4 -1.06 -0.50 -0.08
C5 0.49 0.05 1.81
C6 -1.57 -0.18 -1.44
N1 5.81 -0.47 0.01
N2 4.72 -0.31 -0.07
O1 2.99 -2.34 -0.71
O2 -2.30 -2.69 -0.55
O3 1.27 -1.26 -0.19
S1 -1.51 -2.15 0.46
H1 2.92 0.74 0.07
H2 0.61 0.87 -0.26
H3 -1.66 0.24 0.51
H4 -0.41 0.26 2.34
H5 1.27 0.84 2.11
H6 0.80 -0.95 2.05
H7 -2.36 -0.91 -1.60
H8 -0.89 -0.31 -2.29
H9 -2.15 0.75 -1.39

Mulliken population analysis, charges in e, atoms 1 to 6: 0.6413, -0.5576, 0.1414, -0.3517, -1.3253, -1.2951

Entry 4:
A molecular structure, C48H61N7O2Si2V. Source: the OMol25 dataset; level of theory: ωB97M-V/def2-TZVPD.

As for the LUMO energy (alpha / beta): 4.0482 / 4.0500 eV. For the energy above the lowest of the compared OMol25 structures with the same formula, charge and spin, the calculation gives 2.702 eV. The value obtained for the gap between HOMO and LUMO (alpha / beta) is 4.7 / 6.4 eV. As for the expectation value of S²: 3.861. The multiplicity is 4. Its HOMO energy (alpha / beta) is -0.7 / -2.3 eV. Its charge is -2.

Atoms and positions in Å:
V1 -0.51 -0.36 0.69
N1 -1.70 -0.21 -1.13
N2 -3.05 -0.03 -0.78
C1 -3.37 -0.01 0.56
O1 -4.54 -0.02 0.93
O2 -2.31 0.04 1.34
H1 -1.34 0.55 -1.71
H2 -1.58 -1.07 -1.67
H3 -3.75 -0.25 -1.45
N3 -3.82 0.54 -10.32
C2 -3.25 0.41 -9.32
C3 -2.53 0.24 -8.09
C4 -2.26 1.33 -7.26
C5 -1.57 1.17 -6.08
C6 -1.10 -0.11 -5.66
C7 -1.40 -1.20 -6.51
C8 -2.08 -1.04 -7.70
C9 -0.37 -0.29 -4.43
C10 -0.53 -1.57 -3.74
C11 -1.71 -2.34 -3.68
C12 -1.45 -3.41 -2.81
C13 -0.12 -3.24 -2.40
N4 0.44 -2.14 -2.95
C14 0.41 0.79 -3.89
C15 0.95 1.89 -4.60
C16 1.63 2.67 -3.66
C17 1.47 2.02 -2.43
N5 0.75 0.88 -2.55
H4 -2.63 2.31 -7.54
H5 -1.39 2.02 -5.45
H6 -1.06 -2.19 -6.22
H7 -2.27 -1.89 -8.33
H8 -2.64 -2.12 -4.19
H9 -2.13 -4.20 -2.51
H10 0.45 -3.89 -1.74
H11 0.88 2.06 -5.66
H12 2.17 3.60 -3.83
H13 1.85 2.33 -1.47
C18 1.02 -3.61 1.84
Si1 -0.25 -2.30 2.37
C19 0.30 -1.77 4.13
C20 1.62 -1.01 3.93
C21 0.56 -2.93 5.09
C22 -0.72 -0.82 4.77
C23 -1.91 -3.32 2.37
C24 -1.71 -4.76 2.88
C25 -2.36 -3.42 0.91
C26 -3.03 -2.68 3.18
H14 1.08 -4.41 2.58
H15 2.01 -3.16 1.70
H16 0.73 -4.06 0.88
H17 2.40 -1.63 3.47
H18 2.01 -0.65 4.90
H19 1.49 -0.13 3.29
H20 1.34 -3.61 4.73
H21 -0.34 -3.51 5.28
H22 0.91 -2.54 6.06
H23 -1.12 -0.09 4.07
H24 -0.25 -0.26 5.60
H25 -1.57 -1.37 5.19
H26 -1.01 -5.32 2.25
H27 -2.67 -5.29 2.85
H28 -1.34 -4.80 3.91
H29 -1.57 -3.77 0.24
H30 -2.72 -2.47 0.52
H31 -3.19 -4.13 0.82
H32 -2.83 -2.72 4.26
H33 -3.97 -3.23 3.01
H34 -3.21 -1.64 2.90
C27 -2.21 4.72 -1.60
C28 -0.84 4.87 -1.43
C29 -0.16 4.09 -0.50
C30 -0.82 3.15 0.30
C31 -2.20 3.03 0.11
C32 -2.89 3.80 -0.82
Si2 0.12 2.01 1.51
C33 1.83 2.88 1.58
C34 2.98 2.40 0.95
C35 4.19 3.09 0.98
C36 4.27 4.31 1.64
C37 3.14 4.82 2.26
C38 1.94 4.12 2.22
C39 -0.55 2.46 3.25
C40 -1.86 2.89 3.51
C41 -2.28 3.21 4.80
C42 -1.40 3.12 5.87
C43 -0.10 2.69 5.64
C44 0.31 2.36 4.35
H35 -2.74 5.31 -2.34
H36 -0.29 5.57 -2.05
H37 0.91 4.21 -0.42
H38 -2.76 2.31 0.69
H39 -3.96 3.66 -0.94
H40 2.94 1.48 0.38
H41 5.05 2.68 0.47
H42 5.21 4.85 1.67
H43 3.18 5.78 2.77
H44 1.07 4.55 2.71
H45 -2.57 2.98 2.70
H46 -3.30 3.54 4.96
H47 -1.73 3.37 6.87
H48 0.60 2.60 6.47
H49 1.33 2.03 4.21
C45 3.18 -2.87 -1.37
C46 3.51 -1.54 -0.69
C47 4.72 -1.70 0.23
C48 3.79 -0.48 -1.76
N6 2.40 -1.20 0.22
N7 1.14 -1.00 -0.42
H50 4.04 -3.21 -1.94
H51 2.34 -2.76 -2.06
H52 2.92 -3.63 -0.62
H53 5.60 -1.97 -0.36
H54 4.53 -2.47 0.97
H55 4.94 -0.76 0.75
H56 4.64 -0.79 -2.37
H57 4.03 0.49 -1.31
H58 2.93 -0.35 -2.42
H59 2.60 -0.38 0.77
H60 0.90 -1.86 -0.91
H61 1.16 -0.33 -1.23

Mulliken population analysis, charges in e, atoms 1 to 6: 0.4754, 0.5577, -0.2271, -0.0611, -0.8060, -0.5712

Entry 5:
A molecular structure, C2H2BrClO2S. Source: the OMol25 dataset; level of theory: ωB97M-V/def2-TZVPD.

As for the LUMO energy: -0.1425 eV. For the energy above the lowest of the compared OMol25 structures with the same formula, charge and spin, the calculation gives 0.584 eV. The value obtained for the gap between HOMO and LUMO is 10.3 eV. The multiplicity is 1. Its HOMO energy is -10.4 eV. Its charge is 0.

Atoms and positions in Å:
C1 -0.83 1.00 1.01
C2 -0.50 0.51 -0.18
O1 0.04 -1.96 -1.37
O2 1.96 -0.42 -1.18
S1 0.79 -0.96 -0.67
Cl1 1.21 -1.70 1.20
Br1 -1.16 0.82 -1.84
H1 -1.34 1.83 1.21
H2 -0.17 0.87 1.82

Mulliken population analysis, charges in e, atoms 1 to 6: -0.4729, 0.0460, -0.4665, -0.4261, 0.9136, -0.1911

Entry 6:
A molecular structure, C16H20BCl2N10O3Tm. Source: the OMol25 dataset; level of theory: ωB97M-V/def2-TZVPD.

As for the LUMO energy (alpha / beta): -8.4453 / -12.3688 eV. For the energy above the lowest of the compared OMol25 structures with the same formula, charge and spin, the calculation gives 0.000 eV. The value obtained for the gap between HOMO and LUMO (alpha / beta) is 9.5 / 5.5 eV. As for the expectation value of S²: 3.763. The multiplicity is 4. Its HOMO energy (alpha / beta) is -17.9 / -17.9 eV. Its charge is +3.

Atoms and positions in Å:
Tm1 0.89 -0.14 -1.14
C1 -3.35 -1.18 -1.80
C2 -2.25 -0.52 -2.30
N1 -1.46 -0.09 -1.30
N2 -2.04 -0.43 -0.11
C3 -3.12 -1.17 -0.42
B1 -1.44 -0.26 1.32
N3 -0.57 -1.45 1.57
C4 -0.59 -2.43 2.47
C5 0.46 -3.28 2.17
C6 1.05 -2.75 1.05
N4 0.45 -1.62 0.66
N5 -0.70 1.09 1.44
C7 -0.75 2.07 2.40
C8 0.16 3.05 2.11
C9 0.79 2.60 0.97
N6 0.29 1.44 0.56
N7 -2.66 -0.08 2.33
C10 -3.75 0.59 2.06
C11 -4.49 0.63 3.30
C12 -3.68 -0.02 4.24
N8 -2.56 -0.37 3.69
H1 -4.22 -1.53 -2.34
H2 -1.89 -0.35 -3.33
H3 -3.68 -1.68 0.38
H4 -1.22 -2.45 3.33
H5 0.82 -4.15 2.68
H6 1.90 -3.15 0.53
H7 -1.38 1.97 3.29
H8 0.39 3.90 2.72
H9 1.58 3.08 0.39
H10 -4.04 0.99 1.08
H11 -5.48 0.99 3.32
H12 -3.82 -0.18 5.29
C13 4.28 0.34 -4.86
O1 3.24 1.35 -4.54
C14 2.38 1.13 -3.58
O2 2.36 0.15 -2.81
N9 1.43 2.11 -3.44
N10 0.56 2.05 -2.36
H13 4.93 0.75 -5.65
H14 3.80 -0.56 -5.26
H15 4.89 0.18 -3.96
H16 1.36 2.81 -4.16
H17 -0.37 2.08 -2.74
H18 0.67 2.92 -1.85
Cl1 3.28 -0.21 -0.07
C15 3.73 -0.48 1.78
Cl2 5.45 -0.76 1.91
H19 3.16 -1.35 2.07
H20 3.45 0.48 2.26
O3 0.87 -3.52 -3.00
C16 0.91 -2.63 -2.34

Mulliken population analysis, charges in e, atoms 1 to 6: 0.7633, -1.1658, -0.2555, -0.3800, 0.5342, -0.1498